[1]
The following is a quantum chemistry calculation of a single C4H4O molecule, from the OMol25 dataset.

Each line ends with the natural charge from an NBO analysis.
Element x y z (Å)
1 C -1.5187 0.0945 -0.3407  -0.410
2 C -1.5704 1.5021 -0.0292  0.206
3 C 0.5676 0.8001 0.2764  -0.152
4 C -0.2492 -0.3529 -0.0793  -0.088
5 O -0.2234 1.8555 0.2850  -0.465
6 H -2.3025 -0.6587 -0.5994  0.240
7 H 0.7680 0.5360 1.2909  0.224
8 H 1.4462 0.9291 -0.3306  0.221
9 H 0.2177 -1.3246 -0.3655  0.226

* E_LUMO: -0.0054 Ha
* total energy: -6256.275 eV
* HOMO-LUMO gap: 8.6003 eV
* charge: 0
* spin multiplicity: 1
* HOMO: -8.75 eV
* energy relative to the best compared isomer or geometry (same formula, charge and spin): 3.104 eV

[2]
The following is a quantum chemistry calculation of a single C7H10 molecule, from the OMol25 dataset.

Each line ends with the natural charge from an NBO analysis.
Element x y z (Å)
1 C -1.4496 -0.4352 0.9658  -0.423
2 C -1.9502 0.1861 -0.3093  -0.404
3 C -0.4758 0.0997 -0.0667  -0.092
4 C 0.4000 1.2800 0.2335  -0.306
5 C 1.7116 0.8931 0.0515  -0.341
6 C 1.7913 -0.5120 -0.3529  -0.354
7 C 0.4112 -0.8655 -0.8592  -0.414
8 H -1.5286 -1.5149 1.0722  0.213
9 H -1.5744 0.1203 1.8914  0.212
10 H -2.4143 1.1672 -0.2552  0.216
11 H -2.3845 -0.4686 -1.0624  0.212
12 H 0.0970 2.0990 0.8709  0.213
13 H 1.5956 0.0247 0.9774  0.376
14 H 2.6213 1.4481 0.2609  0.246
15 H 2.7011 -0.9917 -0.7299  0.228
16 H 0.3260 -0.6127 -1.9362  0.203
17 H 0.1222 -1.9175 -0.7518  0.215

* E_LUMO: 0.0401 Ha
* total energy: -7416.533 eV
* HOMO-LUMO gap: 7.9227 eV
* charge: 0
* spin multiplicity: 1
* HOMO: -6.83 eV
* energy relative to the best compared isomer or geometry (same formula, charge and spin): 4.502 eV

[3]
The following is a quantum chemistry calculation of 11 unconnected molecules or ions with the total composition C2H25NO10, from the OMol25 dataset.

Each line ends with the natural charge from an NBO analysis.
Element x y z (Å)
1 C 3.5360 -0.7269 -1.3092  -0.441
2 C 3.5536 -0.4436 1.0956  -0.043
3 N 4.1798 -0.5253 0.0336  0.063
4 H 3.9057 -1.6515 -1.7146  0.252
5 H 3.8457 0.1156 -1.9006  0.278
6 H 2.4727 -0.6144 -1.0726  0.285
7 H 4.1018 -0.3013 2.0420  0.270
8 H 2.4920 -0.2383 1.2424  0.310
9 H -2.8636 -0.9707 -0.8947  0.527
10 H -3.4489 0.4440 -1.3272  0.481
11 O -3.1750 -0.0912 -0.5802  -1.006
12 H -0.1647 -0.7313 0.1923  0.487
13 H -0.0776 -2.2490 0.2411  0.466
14 O -0.3415 -1.5324 -0.3397  -0.965
15 H -2.3220 -1.9413 2.9513  0.464
16 H -2.8444 -0.5844 3.0219  0.471
17 O -2.2788 -1.1700 3.5441  -0.926
18 H -1.3599 -1.7373 -2.5003  0.487
19 H -2.4835 -2.7462 -2.5403  0.483
20 O -2.0528 -2.1086 -1.9470  -0.943
21 H -3.2873 1.1512 0.5824  0.492
22 H -4.2520 2.2806 0.2764  0.467
23 O -3.5449 2.0533 0.8858  -0.986
24 H -0.7064 3.0456 -1.9622  0.484
25 H 0.6655 3.2810 -2.4247  0.459
26 O -0.1621 2.8944 -2.7522  -0.949
27 H 2.6598 2.3807 -2.7857  0.481
28 H 1.8294 1.2900 -3.4808  0.497
29 O 2.3325 1.4792 -2.6729  -0.969
30 H -0.0338 0.8987 2.2174  0.505
31 H -0.4913 -0.6015 2.1592  0.519
32 O 0.2286 0.0166 1.9090  -1.009
33 H -1.1415 3.0054 0.6266  0.501
34 H -0.8704 1.7002 -0.1783  0.481
35 O -0.4614 2.5053 0.1419  -0.977
36 H 1.4205 -1.9515 3.2229  0.475
37 H 0.5735 -3.2494 2.8064  0.479
38 O 0.5667 -2.3758 3.1912  -0.949

* E_LUMO (spin up / spin down): -0.1701 / -0.3055 Ha
* total energy: -24434.867 eV
* ⟨S²⟩: 0.7596
* HOMO-LUMO gap (spin up / spin down): 8.6595 / 4.9752 eV
* charge: +1
* spin multiplicity: 2
* HOMO (spin up / spin down): -13.29 / -13.29 eV

[4]
The following is a quantum chemistry calculation of a molecular structure, C26H32N3O5P2S2Ta, from the OMol25 dataset.

Each line ends with the Mulliken charge.
Element x y z (Å)
1 Ta -0.8449 0.4089 -0.4264  1.760
2 O -2.2515 0.8770 1.2424  -0.577
3 C -1.3897 1.7475 1.5131  -0.468
4 O -0.8104 2.2578 0.4731  -0.385
5 C -0.7688 1.9405 2.8525  0.584
6 C 0.3803 2.9574 2.7967  -0.204
7 C 0.9650 3.1759 4.1978  -1.032
8 C 1.8333 1.9050 4.3709  -0.886
9 C 1.4920 1.1494 3.0852  -0.046
10 O 1.3880 2.1938 2.1177  -0.452
11 C 0.0399 0.6323 3.2191  -0.581
12 C -0.3547 -0.5593 2.3826  -0.169
13 O -0.9981 -1.4787 2.7552  -0.416
14 O 0.0422 -0.4586 1.0320  -0.302
15 H -1.5422 2.1522 3.5914  0.577
16 H 0.1524 3.8598 2.2347  0.691
17 H 0.1933 3.2800 4.9584  0.364
18 H 1.5709 4.0786 4.2138  0.349
19 H 1.6000 1.3384 5.2699  0.385
20 H 2.8931 2.1479 4.3884  0.364
21 H 2.2153 0.4075 2.7551  0.630
22 H -0.1891 0.3383 4.2425  0.869
23 C -6.1346 -0.4562 -2.8607  -0.830
24 S -4.8605 0.7671 -3.2105  0.065
25 C -3.5761 0.2140 -2.1963  0.566
26 S -2.1416 1.2288 -2.2899  -0.426
27 N -3.6626 -0.8217 -1.4609  -0.852
28 N -2.5058 -1.1627 -0.7158  0.146
29 C -2.7757 -2.2733 -0.0986  -0.711
30 C -1.9542 -3.1617 0.7050  0.717
31 C -2.6351 -3.9756 1.6063  -0.858
32 C -1.8942 -4.8257 2.4139  -0.654
33 C -0.5242 -4.8557 2.2430  -0.745
34 C 0.0530 -4.0382 1.2718  -0.055
35 N -0.6337 -3.1961 0.5194  0.196
36 H -6.9990 -0.1439 -3.4424  0.365
37 H -5.8159 -1.4455 -3.1758  0.290
38 H -6.3848 -0.4534 -1.8037  0.288
39 H -3.8015 -2.6059 -0.2306  0.522
40 H -3.7125 -3.9340 1.6812  0.473
41 H -2.3803 -5.4575 3.1435  0.475
42 H 0.1006 -5.5147 2.8291  0.451
43 H 1.1237 -4.0844 1.1029  0.355
44 C 1.2269 -2.7522 -1.6743  -1.705
45 P 0.8454 -1.0093 -1.9567  1.686
46 C 0.3962 -1.0413 -3.7229  -1.560
47 C 2.4397 -0.1620 -1.7300  0.442
48 C 3.6464 -0.8516 -1.6689  -0.749
49 C 4.8314 -0.1617 -1.4513  -0.822
50 C 4.8240 1.2157 -1.2921  -0.836
51 C 3.6278 1.9156 -1.3569  -0.826
52 C 2.4386 1.2300 -1.5726  0.094
53 P 0.8496 2.0654 -1.7386  1.270
54 C 0.6704 2.4532 -3.5026  -1.353
55 C 1.0097 3.6883 -0.9631  -1.641
56 H 1.6597 -2.9059 -0.6907  0.280
57 H 1.9280 -3.0663 -2.4502  0.639
58 H 0.3144 -3.3356 -1.7511  0.518
59 H 1.2894 -1.1638 -4.3356  0.423
60 H -0.1664 -0.1651 -4.0316  0.393
61 H -0.2464 -1.9113 -3.8669  0.504
62 H 3.6801 -1.9254 -1.7816  0.422
63 H 5.7644 -0.7061 -1.4011  0.449
64 H 5.7488 1.7471 -1.1161  0.464
65 H 3.6298 2.9901 -1.2300  0.446
66 H 1.4533 3.1758 -3.7402  0.463
67 H -0.3011 2.8985 -3.7113  0.482
68 H 0.8133 1.5759 -4.1272  0.348
69 H 1.4700 3.5774 0.0169  0.300
70 H 0.0289 4.1458 -0.8493  0.430
71 H 1.6264 4.3232 -1.6011  0.605

* E_LUMO: -0.2592 Ha
* total energy: -83978.352 eV
* HOMO-LUMO gap: 6.7578 eV
* charge: +2
* spin multiplicity: 1
* HOMO: -13.81 eV
* energy relative to the best compared isomer or geometry (same formula, charge and spin): 1.909 eV

What is the formula in the first record? C4H4O